The following is a quantum chemistry calculation of B3CsH12 as an isolated structure at a distorted geometry, from the OMol25 dataset.

## Properties
* energy relative to the best compared isomer or geometry (same formula, charge and spin): 10.0139 eV
* electronic energy: -2758.4159 eV
* net charge: -2
* frontier orbital gap: 4.6 eV

Positions of all 16 atoms, in Å:
Cs -15.0485 14.0065 -0.8847
B -16.3203 12.9084 -2.5112
H -15.2654 12.6954 -2.4347
H -16.6359 13.7408 -1.9015
H -16.6715 13.0838 -3.5162
H -16.8417 12.0416 -2.1356
B -14.3498 11.7270 -0.1402
H -13.8657 12.1087 -1.0258
H -15.2567 11.2339 -0.4542
H -13.6397 11.0748 0.3443
H -14.6034 12.5443 0.5170
B -17.0601 13.5444 1.0685
H -17.7408 14.2301 0.5884
H -16.4143 13.9271 1.8436
H -17.4945 12.6251 1.4297
H -16.3780 13.1982 0.3075